Molecular formula: C12H16Ca2ClO16
Method: DFT, ωB97M-V/def2-TZVPD

Orbital gap in eV: 4.543
Total charge: +3
Energy relative to the best compared isomer or geometry (same formula, charge and spin) in eV: 0.000

XYZ file:
```
47
Properties=species:S:1:pos:R:3:forces:R:3:nbo_charge:R:1
Ca -2.71830 -5.20017 -0.78130 -0.4 1.4 0.1 1.977
Ca -1.65784 0.65733 -3.64506 1.2 -0.4 1.3 1.948
Cl -2.73316 -1.38380 -1.29891 0.2 1.3 0.4 2.532
O -1.36702 -1.44709 -1.81117 -0.5 -0.6 -0.4 -0.879
O -3.19408 -2.68574 -0.76342 0.8 -1.5 -0.2 -0.998
O -2.78745 -0.40215 -0.28674 -0.2 -0.4 0.2 -0.747
O -3.60444 -1.03611 -2.39462 0.3 0.2 -0.7 -0.863
C -3.22961 2.47558 2.44485 -1.4 0.3 -0.9 -0.097
C -4.77495 2.71417 2.42349 1.3 -0.6 0.1 -0.094
O -4.97683 3.30229 1.14706 -0.1 0.5 0.2 -0.484
C -3.82027 3.84718 0.69683 -0.5 -0.2 0.1 0.967
O -3.74726 4.58584 -0.22927 0.3 -0.3 0.0 -0.564
O -2.77839 3.37526 1.42414 0.4 0.3 0.0 -0.507
H -3.01572 1.46738 2.08694 0.4 -0.1 0.5 0.159
H -2.81763 2.77091 3.40201 0.4 -0.3 0.0 0.216
H -5.00498 3.35903 3.26806 -0.6 0.3 -0.3 0.207
H -5.33039 1.78420 2.44464 -0.2 0.0 0.2 0.199
C -0.55916 -0.71636 2.57081 -1.7 1.6 0.1 -0.122
C 0.27738 0.41831 3.09690 -0.3 0.3 0.5 -0.103
O 1.53128 -0.26851 3.29635 -0.3 -0.1 -0.2 -0.465
C 1.57375 -1.28366 2.39416 1.2 1.0 -0.6 0.961
O 2.54567 -1.89456 2.07991 -0.6 -0.1 0.3 -0.550
O 0.37977 -1.36220 1.73003 -0.6 -1.1 0.4 -0.524
H -1.45151 -0.33416 2.06593 0.5 0.0 -0.8 0.194
H -1.04886 -1.30637 3.35302 1.0 -0.6 0.1 0.197
H -0.12224 0.91941 3.97758 0.4 -0.6 0.5 0.227
H 0.37754 1.25789 2.40007 0.3 -0.4 -0.4 0.186
C 3.60483 1.79586 -1.55814 -0.4 1.4 0.1 -0.104
C 3.05793 1.04317 -0.33705 1.3 -0.1 -1.1 -0.113
O 1.76260 0.60200 -0.78863 -1.1 -0.1 0.5 -0.456
C 1.52965 0.99875 -2.01637 2.2 -0.6 0.3 1.044
O 0.52965 0.68304 -2.64541 -2.4 0.3 -0.9 -0.854
O 2.55055 1.59737 -2.54774 -0.1 0.3 -0.6 -0.426
H 4.57533 1.50886 -1.94906 -0.2 -0.6 -0.1 0.248
H 3.65093 2.87539 -1.40784 0.0 -0.1 0.1 0.220
H 2.97569 1.68528 0.53053 -0.1 -0.3 0.2 0.232
H 3.71194 0.18156 -0.23024 -0.4 -0.2 0.8 0.236
C 1.74970 -2.37280 -2.62567 -0.5 -2.5 0.0 -0.115
C 2.31115 -3.25446 -1.47543 0.1 0.1 -1.3 -0.095
O 3.65082 -2.80112 -1.41602 0.3 0.0 0.7 -0.479
C 4.01809 -2.20289 -2.57476 -1.5 0.1 0.7 0.961
O 5.09861 -1.89641 -2.87653 1.2 0.3 -0.4 -0.503
O 2.88401 -1.91474 -3.30421 0.2 0.9 0.2 -0.505
H 1.02027 -1.69670 -2.18334 0.5 0.9 -0.5 0.179
H 1.27017 -3.02329 -3.36678 -0.5 0.2 0.2 0.176
H 2.36749 -4.30884 -1.75474 -0.3 -0.1 0.1 0.182
H 1.73530 -3.11391 -0.56486 0.5 0.1 0.4 0.198
```
Positions in Å, forces in eV/Å.